Computed, not measured: a structure of composition C27H16Br6F3NO6Rh, with ωB97M-V/def2-TZVPD.

Summary:
Spin multiplicity: 5
<S²>: 6.027
E_HOMO (spin up / spin down), hartree: -0.177 / -0.176
Net charge: -1
ΔE to the lowest compared entry with this formula, charge and spin, eV: 0.372

The geometry in XYZ format:
```
60
C27H16Br6F3NO6Rh ωB97M-V/def2-TZVPD
H -2.57687 -0.85053 4.83770
C -2.42458 0.16991 5.19020
H -2.75221 0.22450 6.22692
C -4.84102 2.92503 4.21675
C 0.50954 1.88107 -2.03042
H -1.35197 0.37151 5.16437
H -3.95572 1.62659 0.15462
O -0.57127 2.12644 -1.45221
C -3.39540 -3.78620 -1.68685
C -4.60041 3.03225 2.85554
F 1.86787 3.72821 -2.70833
H -4.28294 1.90645 6.01801
H -6.53687 3.20864 5.50127
C -4.11482 1.99002 4.94918
H -2.92374 -5.40522 -0.38427
H -4.61304 -2.21810 -3.61236
O -0.10663 -1.91000 -0.06445
C -3.47557 2.42367 0.72505
H -5.13728 3.77986 2.28180
H -3.90008 3.37862 0.41540
H -2.42326 2.41239 0.45121
O 1.27924 0.93609 -1.80612
C -2.66340 -4.40707 -0.70790
O -2.00812 0.06670 1.14270
C 1.80951 0.47293 2.29638
C -5.85213 3.80495 4.89661
Br -4.85364 -4.72781 -2.47713
C 3.79575 2.34855 3.05879
F 1.45222 2.22194 -4.21271
C -2.98012 1.25592 2.95464
H -3.92143 0.10558 -4.14828
H -1.30920 -0.16088 2.99100
Rh -0.17387 0.28479 -0.05534
C 3.72954 1.07087 3.67995
H -6.43497 4.36523 4.16699
C 2.76199 0.16526 3.30580
C -2.00462 -1.81243 -1.47507
O 0.96845 2.09272 0.84389
C -3.41023 -0.46755 -3.38650
C 2.88073 2.70292 2.09076
C -2.03870 0.33150 2.33492
C -3.78730 -1.74876 -3.09482
C 1.85475 1.81103 1.68071
C -3.18403 1.16422 4.34803
C -1.57586 -3.76185 -0.12502
N -1.68413 -0.52849 -1.75015
C -3.68527 2.21824 2.19817
Br 4.96355 0.61580 5.02834
H -5.36060 4.51762 5.56219
F -0.10406 3.59699 -3.60269
H -2.07902 1.15317 -2.84397
Br 2.91451 4.38796 1.24887
Br -0.56671 -4.65310 1.20627
Br 2.61965 -1.54438 4.08504
C -1.15469 -2.47665 -0.50429
O 0.91114 -0.31193 1.91854
Br 5.14525 3.56300 3.56331
C -2.35491 0.12174 -2.67042
C -3.09302 -2.47305 -2.10287
C 0.93411 2.86770 -3.15194
```


Computed, not measured: an isolated molecule of C4H9NO2 at a distorted geometry, with ωB97M-V/def2-TZVPD.

Summary:
SMILES: C=C(C)N(O)CO
E_HOMO, hartree: -0.311
ΔE to the lowest compared entry with this formula, charge and spin, eV: 5.038

The geometry in XYZ format:
```
16
C4H9NO2 ωB97M-V/def2-TZVPD
O -0.62236 2.04199 0.04054
H -1.75024 -2.14294 0.44755
H -0.13038 0.95538 2.04230
H -0.89780 2.61861 -0.68391
N -0.54302 0.75901 -0.57657
C -0.39468 -0.02688 1.66643
H -0.29604 -0.86928 2.33626
H -0.13082 -2.11101 -0.27831
H 2.54101 0.08878 -0.00388
O 1.67778 0.02690 0.46953
C 1.06563 0.44749 -0.72044
H 1.41380 1.43940 -0.99615
C -1.07860 -1.56392 -0.18867
H 1.19111 -0.34431 -1.47855
C -0.82016 -0.21605 0.41871
H -1.52259 -1.47696 -1.18587
```


Computed, not measured: a structure of composition C27H41AlCl3F9INO7SSi, with ωB97M-V/def2-TZVPD.

Summary:
E_HOMO, hartree: -0.333

The geometry in XYZ format:
```
92
C27H41AlCl3F9INO7SSi ωB97M-V/def2-TZVPD
O -0.26135 -0.64318 -1.80438
H -1.37126 3.06326 -5.69488
H -1.08014 5.36053 -4.55525
H -6.46491 -0.33547 -1.72485
Si 1.16101 -1.37971 1.61681
H 1.45434 -4.90862 2.74511
C -2.53240 3.21833 0.90343
H 2.39746 -3.19731 -1.08231
C 2.55701 1.79728 0.53700
C 1.70925 -3.84488 -0.53664
C -2.78943 1.51450 -5.21134
Cl 0.77329 -0.17398 -4.48267
C 3.54578 -4.49136 1.04832
H 3.47770 -1.81504 5.37498
F -2.01946 3.62480 -0.25238
H 1.51216 1.04259 -1.92967
F -3.21838 2.13442 3.33512
C -4.84848 -1.40881 -0.80073
S -0.85627 -1.84100 1.38842
C 0.04426 -1.68647 -3.94980
C 3.29225 -1.43583 4.36898
H 0.16840 3.40333 -2.55399
F -0.93638 3.54418 3.46011
H -0.15843 -1.63190 4.49597
H 1.94462 0.13785 6.14527
Cl -1.09392 -2.25747 -5.17580
C 2.43462 0.55320 -1.62272
H 2.65589 1.70906 1.61684
F -3.73282 2.68572 0.64238
C -5.41763 -0.33133 -1.45510
C 1.16098 -4.85008 1.69549
H -3.03743 -2.16492 0.07698
H 4.00557 -0.63649 4.16137
H 4.24445 -3.83455 0.52870
C -0.47579 2.96092 2.35026
H 3.40942 2.35191 0.14282
Al -0.71813 -0.16893 -0.13442
H 0.14167 -4.46938 1.63474
H 4.62067 0.14843 -0.05733
H 3.83608 -4.54464 2.09840
H 0.65453 0.68630 5.05618
F -2.73144 4.29397 1.66579
H 3.80177 -0.51430 1.36123
C -2.41252 1.35155 2.61023
F 0.50582 2.14422 2.70305
H -3.68769 1.75128 -5.78189
H 3.72197 -1.37078 -0.18742
F -3.17316 0.44787 1.99163
C -0.82906 5.03955 -3.54428
H 0.70166 -3.43025 -0.61241
H 1.64878 2.35416 0.31234
C 3.73305 -0.38753 0.28071
N -2.75696 -0.28503 -0.70166
H 2.33349 1.13532 4.73015
O -1.49526 -2.44228 -2.29942
F 0.04478 3.91824 1.56794
C -0.68697 -1.59221 -2.56766
C 1.86471 -0.91322 4.26274
H 2.47268 -0.42725 -2.09764
H -5.43217 -2.28799 -0.56982
H 0.47226 3.49533 -4.29736
I -5.44974 2.41188 -2.72630
C -3.28325 0.74443 -1.38290
C -1.58017 2.17427 1.57231
H -2.74365 3.62000 -4.72391
H 1.70909 -4.82682 -1.01187
H -3.08958 0.97966 -4.31000
C -0.29349 3.61481 -3.51786
H 3.27816 1.14613 -1.97826
C 0.85894 -1.97975 4.67936
H 1.18327 -5.85593 1.27468
H 3.61448 -5.49049 0.61645
O -0.99698 1.37627 0.65109
O 2.16239 -2.64556 1.50685
H -2.62070 1.56915 -1.61718
C -3.51853 -1.34908 -0.44203
H -0.06777 5.71670 -3.15506
H -2.17441 0.84247 -5.80417
C 1.68715 0.34138 5.10499
H 0.97008 -2.20085 5.74129
H 3.45114 -2.24163 3.65232
O -1.28392 2.61156 -3.68629
C 2.51063 0.42717 -0.11301
H -1.71559 5.13009 -2.91928
F -1.60768 0.70091 3.45081
O 1.62493 -0.50810 2.90247
C 2.12460 -3.95895 0.92421
O 1.27731 -0.26518 0.33427
Cl 1.33320 -2.89608 -3.73603
C -2.04253 2.79100 -4.86916
C -4.61732 0.75742 -1.75960
H 1.01544 -2.90280 4.11612
```


Computed, not measured: a cluster of 5 separate species, C19H46BClN3O9 in total at a distorted geometry, with ωB97M-V/def2-TZVPD.

Summary:
E_HOMO, hartree: -0.387
Net charge: +1

The geometry in XYZ format:
```
79
C19H46BClN3O9 ωB97M-V/def2-TZVPD
H 7.35162 -8.39063 -5.69367
C -2.11322 3.86301 4.20921
C 1.35638 -4.42485 -4.94406
H -1.56151 9.11281 7.39026
C -1.29613 4.57061 1.08889
O -0.26409 0.07089 1.08566
H -4.07716 7.06405 5.55031
H -2.66006 4.47752 4.92203
C 3.55601 -3.54162 -4.84580
H 4.81130 -9.02740 -3.21222
H -0.65673 3.03761 2.43801
C -0.62918 4.13260 2.37026
C 5.43566 -8.52910 -3.96063
H 6.35348 -8.19397 -3.46712
H -1.84794 7.94051 8.68591
H -3.07885 -2.81304 0.97275
H -3.69533 5.80702 0.51511
H -3.35896 5.59164 2.25221
O -2.63395 4.08872 1.00306
C -3.61040 8.51822 7.63360
C 7.06047 -9.41404 -5.44567
H -4.17861 7.62922 7.92558
H 1.89448 -5.28305 -4.52808
C -2.56590 -0.85952 0.52090
O 5.46253 -6.58057 -5.41411
N -0.30360 -2.19596 0.19399
H -2.82582 3.38549 3.53025
H -0.31778 -4.62458 -3.63430
C -3.60678 5.07544 1.32295
O 2.26062 -3.44849 -5.41925
H 3.75353 -7.67251 -4.98610
B -0.95562 -0.99491 0.61004
H 4.10336 -4.40092 -5.24509
H 2.03627 -1.90029 -1.84005
N -3.35233 0.18001 0.24836
H -1.83685 8.31516 5.10135
H -4.74282 8.38285 4.56165
C 5.15914 -6.83736 -6.77461
H -1.27137 5.65925 0.99883
H -0.13516 -3.00740 -4.34056
H 4.09540 -2.63330 -5.10690
C -4.67434 -0.17226 0.28883
H 5.12242 -7.90865 -6.98231
C -1.23681 7.53465 5.57637
H -3.82801 9.30956 8.35634
C 1.33875 -2.06946 -2.65724
H 7.11204 -10.02574 -6.34406
Cl -6.01168 -2.52041 0.80359
H 4.20056 -6.38363 -7.05267
H 0.41894 4.44322 2.35246
H -0.74490 4.15014 0.24237
H -0.21202 7.89978 5.70558
C -2.12943 8.21919 7.66619
O -1.22154 4.71304 3.51408
O 1.08472 -3.45962 -2.72506
H -0.10983 -2.80631 0.98376
O 5.72814 -9.47750 -4.96873
H 4.41300 -6.67914 -3.67457
H -0.67572 0.43755 1.87826
H -5.66576 7.77089 5.94984
C -4.65983 7.98962 5.57390
O -1.78959 7.13442 6.81776
H 1.77104 -1.68853 -3.58449
C 0.40998 -3.85507 -3.91178
H -1.21368 6.66123 4.92828
H 0.41048 -1.52347 -2.44585
N -3.40018 -1.88487 0.74098
H -3.01673 1.11014 0.02933
C 4.68054 -7.33906 -4.50747
H 3.50957 -3.62448 -3.75675
H 5.94714 -6.38579 -7.37401
H -4.56224 4.56772 1.44392
O -4.03088 8.97943 6.35956
H 0.76946 -4.77688 -5.79817
H 7.75837 -9.81695 -4.70438
C -4.70265 -1.49147 0.60942
H -0.85294 -2.75137 -0.45424
H -1.56344 3.09334 4.76266
H -5.48709 0.49756 0.08529
```


The records above give, respectively, E_tot values of -473452.0280; -9875.0224; -139935.0760; -56536.8605 eV.